No. 1
13
Properties=species:S:1:pos:R:3:forces:R:3 method="wB97M-V/def2-TZVPD" multiplicity=1 de_lowest_kcal_mol=0.0 e_homo_ev=-12.2 total_charge=+1 orbital_gap_ha=0.2746
O -1.8117 0.8495 -1.4788 0.33 0.23 -1.66
C -0.6334 0.6962 -1.2046 -1.21 -4.28 5.12
O -0.0532 1.4327 -0.3163 2.01 -0.59 1.52
O -1.4894 -0.4640 2.3053 -2.92 -0.51 -3.25
C -2.2484 -0.5127 1.4350 2.88 0.63 3.32
C 1.0028 0.4752 0.4983 2.51 1.13 -0.98
O -0.1330 -0.7126 -0.9802 1.04 2.05 -3.23
C 1.2477 -0.6913 -0.4593 -0.32 0.27 0.97
Li -3.1837 0.9215 -0.1565 0.26 -0.10 -0.55
H 1.0072 0.1672 1.5491 -2.38 0.31 0.03
H 1.8295 1.1908 0.5673 0.06 -0.28 -0.67
F 2.3394 -0.1709 -1.2327 -1.58 -0.69 -0.86
Cu 2.1262 -3.1816 -0.5266 -0.70 1.83 0.23

No. 2
19
Properties=species:S:1:pos:R:3:forces:R:3 method="wB97M-V/def2-TZVPD" multiplicity=1 de_lowest_kcal_mol=133.2 e_homo_ev=-17.9 total_charge=+2 orbital_gap_ha=0.3962
C -0.5565 -1.1324 0.1439 -1.90 2.56 0.82
C -1.9607 -0.7844 -0.2913 -2.20 -1.09 -0.34
C -0.0368 0.1350 0.6993 2.93 1.16 1.10
N -0.9345 1.1403 0.5946 -0.39 -2.28 -1.75
N 1.5376 0.3280 -0.5773 -0.45 0.30 1.38
N -1.9098 0.6858 -0.4274 0.21 3.92 -1.50
N 2.8244 -0.0805 -0.0163 1.42 0.74 1.60
H -0.6849 -1.8737 0.8138 0.24 -2.58 2.49
H 0.0227 -1.4162 -0.6297 1.83 -1.12 -2.57
H -2.1486 -1.3112 -1.3125 -0.36 1.24 1.91
H -2.7696 -0.9426 0.5405 1.53 -0.24 -1.81
H 0.4000 0.3269 1.6978 0.60 -1.06 -0.65
H -0.6199 2.0642 0.8434 -0.91 0.91 -0.65
H 1.7429 1.2985 -0.7230 -0.58 1.01 -0.37
H -1.7893 1.0588 -1.4055 1.41 -0.86 0.43
H -2.7250 1.2733 -0.3042 -1.33 -0.64 1.22
H 3.5841 -0.2138 -0.6831 -0.23 0.35 -1.05
H 2.6504 -1.0156 0.2570 0.12 -1.37 1.08
H 3.3735 0.4594 0.7799 -1.94 -0.94 -1.34